This record from OMol25 describes C74H192As3F30N11O18P2 as an isolated structure in a non-equilibrium geometry. The level of theory is wB97M-V/def2-TZVPD.

```
330
Properties=species:S:1:pos:R:3:forces:R:3:mulliken_charge:R:1
C -0.64487 0.92267 7.87828 0.62 0.89 0.69 -0.584
O -1.96212 0.47716 8.20135 1.53 0.83 0.87 -0.388
C -2.16220 -0.66388 7.51225 -2.77 -2.79 0.20 -0.398
C -3.16531 -1.54337 8.33750 1.42 0.35 0.53 -0.901
N -4.36019 -0.72701 8.67290 -0.07 -0.55 0.02 -0.046
H -4.05327 0.20708 8.99192 -0.18 -0.39 -0.14 0.400
H -4.82763 -0.64916 7.75924 -0.61 0.28 0.59 0.386
C -5.23852 -1.43536 9.70328 -0.14 0.88 1.10 -0.656
C -6.69910 -1.19661 9.39202 -0.01 0.76 -0.19 -0.550
O -6.85267 -1.62148 8.05601 0.29 0.49 -0.40 -0.333
C -8.16255 -1.45457 7.51978 -0.36 -0.06 0.14 -0.717
H -0.53591 1.26332 6.85907 -0.34 0.10 -0.51 0.053
H 0.10181 0.13952 8.01575 -0.12 -0.09 0.25 0.377
H -0.43416 1.75078 8.53874 0.17 0.17 0.11 0.344
H -1.32008 -1.34482 7.34653 0.27 0.59 -0.20 0.442
H -2.68214 -0.38039 6.61402 0.09 -0.38 -1.25 0.323
H -2.66704 -1.84389 9.29253 -0.50 0.14 -0.76 0.400
H -3.55392 -2.40908 7.79900 0.33 -0.02 0.03 0.444
H -5.00438 -0.95026 10.67739 0.00 -0.57 -0.58 0.375
H -4.99557 -2.50093 9.75296 0.15 0.32 -0.31 0.398
H -6.91592 -0.11743 9.58599 0.00 -0.37 -0.72 0.354
H -7.39193 -1.69784 10.06296 0.22 -0.52 0.24 0.465
H -8.77837 -2.29050 7.89525 -0.16 0.67 -0.06 0.288
H -8.14748 -1.51185 6.42543 0.39 -0.13 0.28 0.212
H -8.54334 -0.44874 7.76921 -0.15 -0.53 0.14 0.338
C 6.64166 -1.66978 7.30089 -1.02 -0.10 -0.66 -0.405
O 7.93178 -1.19577 7.02122 1.19 -0.21 0.04 -0.378
C 8.05675 0.15416 6.67558 -1.82 1.34 0.93 -0.322
C 9.51275 0.45363 6.60666 0.90 -1.83 -0.06 -0.590
N 10.15557 -0.29715 7.78096 1.72 0.17 -1.38 -0.115
H 9.95475 0.19926 8.62439 -0.09 0.41 0.83 0.375
H 9.65302 -1.19468 7.82978 0.07 0.00 -0.15 0.410
C 11.70372 -0.47606 7.61961 -0.73 -0.93 0.09 -0.706
C 12.08750 -1.86709 7.06787 -0.68 -0.65 0.56 -0.469
O 11.40679 -2.10508 5.82874 0.30 0.02 1.08 -0.340
C 12.16106 -1.57180 4.74651 -0.65 0.64 0.09 -0.708
H 5.93808 -1.06781 6.69502 -0.10 -0.54 0.56 0.039
H 6.41465 -1.65764 8.36753 -0.03 0.43 0.05 0.295
H 6.60269 -2.72210 6.99942 0.01 0.26 -0.14 0.226
H 7.56217 0.84330 7.43914 0.43 -0.87 -0.60 0.364
H 7.54917 0.38130 5.73115 0.14 -0.05 -0.03 0.313
H 9.78057 1.48435 6.61665 0.07 0.77 0.32 0.442
H 9.94911 -0.00209 5.71831 0.04 -0.07 0.07 0.208
H 12.19732 -0.34087 8.56077 -0.12 0.04 0.82 0.430
H 12.04919 0.33916 7.01494 -0.03 0.30 -0.60 0.350
H 11.88648 -2.70294 7.82589 -0.41 1.16 -1.12 0.348
H 13.18254 -1.95041 6.98202 -0.19 0.44 -0.29 0.385
H 12.38576 -0.48968 4.93296 -0.12 -0.74 -0.46 0.304
H 11.57198 -1.71722 3.82664 0.27 0.22 0.43 0.211
H 13.06793 -2.13466 4.69122 0.82 -0.17 -0.35 0.363
C 5.46110 -3.63031 -5.45599 -0.97 1.16 0.59 -0.573
O 4.62693 -4.47576 -4.66123 1.57 -0.63 -0.19 -0.218
C 5.44520 -5.58364 -4.20541 -2.86 0.62 0.07 -0.750
C 4.71810 -6.03661 -2.92420 -0.95 0.95 -0.44 -0.795
N 4.36354 -4.82276 -2.07020 1.08 0.12 0.29 0.442
H 3.87529 -4.08213 -2.64668 0.40 -0.91 0.17 0.172
H 3.71888 -5.10762 -1.28819 0.51 0.19 -0.84 0.387
C 5.58245 -4.13671 -1.55961 0.39 1.65 1.37 -0.688
C 5.26498 -2.62754 -1.43413 0.30 1.35 -0.05 -0.641
O 4.72960 -2.27485 -2.68457 -0.08 -0.74 -0.22 0.172
C 4.12206 -0.99497 -2.79656 0.51 -0.85 -0.37 -1.031
H 4.84535 -2.68186 -5.53343 1.23 -0.84 -0.08 -0.038
H 5.66145 -4.04124 -6.44644 -0.09 -0.09 -0.05 0.402
H 6.42744 -3.51323 -4.90962 -0.64 0.54 -0.55 0.338
H 6.47150 -5.29038 -4.09230 0.51 0.20 0.47 0.520
H 5.40920 -6.32046 -4.98829 0.08 -0.82 -0.04 0.495
H 5.33877 -6.74160 -2.40237 -0.03 -0.23 0.68 0.373
H 3.69261 -6.40426 -3.08186 0.71 -0.56 -0.57 0.359
H 6.42336 -4.26456 -2.23109 -0.13 -0.18 -0.19 0.218
H 5.87784 -4.47864 -0.55741 -0.23 -0.35 -0.43 0.418
H 6.10947 -1.88493 -1.21974 -0.42 -1.59 -0.07 0.392
H 4.53968 -2.42279 -0.63277 -0.13 -0.33 -0.03 0.376
H 4.82398 -0.24204 -2.45827 -0.03 0.44 -0.24 0.408
H 3.22492 -0.96424 -2.20772 -0.58 0.18 0.33 0.374
H 3.88596 -0.95989 -3.86494 -0.01 0.65 0.31 -0.033
C -7.52403 4.47683 4.04855 0.82 -0.19 0.72 -0.772
O -6.75234 4.26321 2.87522 0.30 -0.02 -0.11 -0.254
C -5.70951 5.19548 2.49670 -0.52 -0.97 0.15 -0.703
C -5.79685 5.19520 0.97923 0.65 1.19 -0.30 0.486
N -7.20931 5.32814 0.53576 -0.16 -0.64 -0.12 0.132
H -7.13255 5.11955 -0.48421 -0.87 0.25 0.94 0.401
H -7.62838 4.53983 1.01455 -0.77 -0.54 -0.05 0.569
C -7.94939 6.56355 0.92890 0.50 0.66 -0.96 -0.617
C -9.47541 6.34535 1.24966 1.37 0.49 -1.69 -0.712
O -9.64804 5.04186 1.74793 1.60 0.90 0.35 -0.261
C -10.99628 4.72136 1.74949 -1.58 0.70 -0.91 -0.796
H -6.88515 4.38407 4.99341 -0.87 0.33 -1.17 0.246
H -8.32039 3.71999 4.07442 0.45 0.07 -0.09 0.235
H -8.03172 5.43047 3.96060 0.04 0.39 0.45 0.314
H -4.73785 4.81110 2.82677 -0.12 0.09 -0.22 0.144
H -5.80885 6.18632 2.93911 -0.35 0.05 0.07 0.527
H -5.54604 4.23801 0.53704 0.68 0.07 0.26 -0.715
H -5.25075 6.02352 0.48857 0.05 -0.67 0.50 0.328
H -7.70964 7.21023 0.04993 -0.96 0.08 0.86 0.480
H -7.40605 7.00850 1.75917 -0.13 -0.18 0.16 0.196
H -10.01303 6.53516 0.28418 0.07 -0.55 0.69 0.536
H -9.82086 7.12735 1.93712 0.16 -0.21 0.12 0.434
H -11.56223 5.69263 1.75111 -0.07 -1.16 0.27 0.342
H -11.27862 4.09539 2.59388 0.15 0.05 -0.02 0.217
H -11.17706 4.22148 0.78922 -0.57 -0.12 0.28 0.299
C -2.13185 -8.70309 -7.82265 -0.02 0.27 0.63 -0.776
O -1.70158 -7.56259 -7.09632 -0.38 1.36 1.56 -0.338
C -2.75735 -7.03897 -6.22082 1.50 -1.51 -0.55 -0.655
C -2.16109 -6.17897 -5.12027 0.11 0.56 -0.42 -0.453
N -1.28068 -5.11887 -5.72393 0.13 -0.30 0.08 -0.101
H -0.56889 -5.64616 -6.23625 -0.14 0.09 -0.31 0.483
H -1.83288 -4.59871 -6.39757 0.00 0.46 -0.05 0.434
C -0.54987 -4.21086 -4.74250 -0.88 0.02 -1.37 -0.750
C -1.55510 -3.42229 -3.92689 0.40 1.62 -0.49 -0.386
O -2.68795 -3.11467 -4.74568 0.94 -2.44 -0.20 -0.318
C -3.10372 -1.82476 -4.89813 -1.79 1.98 2.25 -0.801
H -3.08500 -8.49244 -8.25082 -0.59 0.16 -1.03 0.337
H -2.30620 -9.54100 -7.17548 0.16 -0.58 0.63 0.328
H -1.35095 -8.94882 -8.51306 0.12 -0.03 -0.57 0.254
H -3.22151 -7.90950 -5.75148 -0.33 0.19 0.12 0.439
H -3.47252 -6.52321 -6.84332 -0.43 0.37 -0.05 0.413
H -1.45431 -6.68370 -4.49684 0.03 -0.90 0.54 0.384
H -2.93181 -5.70954 -4.50063 0.16 -0.01 -0.27 0.188
H 0.02965 -3.53509 -5.37809 0.09 -0.19 0.15 0.201
H 0.08199 -4.87636 -4.18643 0.35 0.05 0.59 0.368
H -1.03030 -2.51404 -3.55830 -0.39 -0.34 -0.29 0.550
H -1.84539 -3.93506 -3.04962 -0.54 -0.75 0.86 0.296
H -2.34324 -1.13732 -5.13906 1.30 0.69 -0.98 0.336
H -3.44764 -1.38654 -3.90567 -0.11 -0.59 -0.88 0.219
H -3.93903 -1.76322 -5.60382 0.34 -0.19 0.10 0.282
C 6.87827 -0.20875 -5.81755 0.05 0.50 0.65 -0.608
O 6.22862 0.62206 -6.76070 0.64 -0.50 -0.51 -0.453
C 6.39096 1.98599 -6.49343 -0.02 1.50 -0.36 0.021
C 5.79053 2.62531 -7.77120 1.40 -0.33 -0.11 -0.835
N 4.51061 1.93479 -8.02187 -0.39 0.95 0.22 0.003
H 4.48191 1.76451 -9.03375 -0.49 -0.46 0.52 0.377
H 4.54234 1.06323 -7.45203 0.05 0.03 -1.03 0.438
C 3.30878 2.70971 -7.53982 0.21 -0.37 -1.50 -0.520
C 2.10853 1.82255 -8.01025 2.04 0.40 0.35 -0.241
O 2.40588 0.46778 -7.69050 -0.24 0.64 1.04 -0.442
C 2.05772 0.15192 -6.31423 -1.07 -1.40 -1.46 -0.623
H 6.91308 -1.23896 -6.19037 0.08 0.43 0.02 0.183
H 6.25604 -0.12657 -4.92901 0.20 -0.48 0.52 0.166
H 7.88416 0.20178 -5.57680 -0.45 -0.53 -0.29 0.367
H 7.43174 2.32914 -6.37147 -0.06 -0.47 -0.34 0.524
H 5.88780 2.26557 -5.56073 -0.07 0.06 -0.39 -0.105
H 6.41241 2.32316 -8.62702 0.18 0.10 0.45 0.398
H 5.71598 3.71690 -7.85197 -0.26 -0.34 0.55 0.378
H 3.40436 3.72225 -8.00806 -0.58 -0.85 0.43 0.442
H 3.44718 2.76233 -6.47900 -0.30 0.22 0.58 0.219
H 2.09680 1.91093 -9.08632 -0.39 -0.19 -0.40 0.431
H 1.20403 2.17686 -7.57767 -0.93 0.15 0.32 0.040
H 2.26579 -0.91183 -6.21825 0.37 -0.05 0.07 0.182
H 0.96844 0.19259 -6.25631 -0.10 0.42 0.31 0.407
H 2.52296 0.68346 -5.51102 0.48 0.74 0.09 0.214
C -4.97976 -4.43536 -1.06690 -0.28 -1.08 0.38 -0.671
O -6.30158 -4.10295 -0.62226 0.28 1.81 -0.08 -0.448
C -6.38206 -2.63979 -0.42874 0.54 -0.55 0.07 -0.214
C -7.76984 -2.30897 0.15960 0.90 -0.42 -1.07 -0.825
N -8.74671 -3.26016 -0.51162 0.52 0.15 1.02 -0.152
H -8.40084 -4.21087 -0.27455 0.06 0.52 -0.69 0.440
H -9.66572 -3.26199 -0.07773 -0.46 0.33 0.14 0.458
C -8.99742 -3.07586 -1.98753 1.81 -0.47 0.76 -0.590
C -10.21904 -3.85703 -2.36871 -0.61 -0.23 0.36 -0.576
O -10.98180 -3.99953 -1.17341 -0.35 0.15 -0.83 -0.380
C -12.01757 -4.97886 -1.31423 0.92 -0.76 1.07 -0.750
H -4.74326 -3.91390 -1.98930 0.00 0.05 -0.31 0.279
H -4.94011 -5.55382 -1.22864 -0.04 1.33 0.26 0.323
H -4.25518 -4.11829 -0.30535 0.01 -0.27 -0.12 0.268
H -6.09786 -2.06582 -1.35294 -0.67 -0.68 0.51 0.327
H -5.62485 -2.33355 0.30963 -0.14 -0.12 -0.09 0.343
H -7.98079 -1.24965 0.01140 -0.40 -0.18 -0.45 0.307
H -7.76222 -2.45533 1.23516 -0.28 -0.52 0.00 0.397
H -8.08392 -3.37356 -2.49319 -0.04 -0.53 -0.13 0.292
H -8.99697 -2.03253 -2.16746 -0.75 1.19 0.04 0.466
H -9.97908 -4.85940 -2.73573 0.13 0.10 -0.16 0.427
H -10.75638 -3.29278 -3.13283 -0.18 -0.21 -0.08 0.370
H -11.54294 -5.95418 -1.54231 -0.29 0.28 0.31 0.340
H -12.69887 -4.77919 -2.10596 -0.63 0.58 -0.61 0.301
H -12.51565 -4.99261 -0.33860 -0.04 -0.21 -0.44 0.258
C -1.09341 7.89621 -6.01609 0.76 0.66 0.59 -1.164
C -2.46226 7.38092 -6.27273 -1.04 -0.59 -0.14 -0.358
N -3.42816 7.34266 -5.04417 -0.02 -0.94 -2.28 0.473
C -3.43720 8.67842 -4.45834 0.60 0.13 1.54 -1.149
C -4.78729 7.04507 -5.65965 0.38 -1.59 1.26 -0.208
C -5.86116 7.09133 -4.63113 -0.79 1.54 0.42 -1.431
C -3.01232 6.26243 -4.03545 0.34 1.62 0.41 -0.950
C -3.12912 4.81517 -4.39464 0.34 0.03 -0.78 -0.066
O -2.06004 4.56548 -5.36488 -1.30 0.40 1.12 -0.332
C -1.69338 3.21432 -5.48288 -0.29 -0.18 1.46 -0.607
H -1.19169 8.85345 -5.48728 0.57 -0.24 -0.09 0.328
H -0.55462 8.10737 -6.94897 -0.41 -0.11 0.07 0.414
H -0.45714 7.18999 -5.45958 -0.37 0.31 0.02 0.301
H -2.41622 6.35681 -6.60868 -0.18 -0.22 -0.22 0.365
H -3.01420 7.98245 -7.00938 0.35 -0.10 0.23 0.504
H -4.23615 8.74719 -3.72955 -0.07 0.11 -0.07 0.343
H -3.53831 9.46958 -5.21896 0.27 -0.45 0.32 0.284
H -2.52143 8.69458 -3.84887 -0.18 0.77 -0.41 0.508
H -4.74999 5.99591 -5.98581 0.26 0.59 -0.62 0.288
H -4.96892 7.74189 -6.44696 0.02 0.31 -0.61 0.523
H -5.75726 6.41908 -3.81735 0.20 -1.09 0.48 0.389
H -6.83745 6.98488 -5.07328 -0.29 -0.37 -0.32 0.467
H -5.90872 8.06185 -4.14609 -0.13 0.25 -0.10 0.355
H -3.53618 6.48127 -3.11720 -0.53 -0.03 0.17 0.477
H -1.98662 6.54496 -3.75591 -0.20 -0.47 -0.34 0.343
H -4.14926 4.47268 -4.68913 0.65 0.35 -0.63 0.298
H -3.06173 4.29522 -3.43853 0.92 -0.26 0.12 -0.198
H -2.61248 2.62497 -5.47833 0.07 -0.42 -1.16 0.457
H -1.23151 2.83948 -4.55187 0.45 0.38 -0.19 0.232
H -0.97827 3.16664 -6.30497 -0.49 -0.48 -0.08 0.038
C -1.31074 2.54246 -0.51526 0.77 -0.96 -0.98 -1.238
C -1.84549 2.23100 0.86653 0.01 0.69 -0.77 0.230
N -0.68501 2.02238 1.83913 -0.93 0.53 0.07 1.445
C 0.31136 3.15385 1.72219 -1.18 0.79 2.03 -1.180
C -1.31860 1.98463 3.23224 0.09 -1.12 0.29 -0.206
C -2.15550 3.13624 3.70072 -1.74 -0.48 0.28 -1.721
C 0.01922 0.68846 1.48366 -1.33 0.46 0.07 -0.214
C -0.42881 -0.47242 2.40122 -0.10 1.64 -1.63 -1.521
O -1.81163 -0.74192 2.44130 0.12 -0.85 -0.56 -0.410
C -2.13354 -2.00818 1.86696 -0.20 -0.80 0.96 -0.670
H -0.52046 1.79892 -0.70316 -0.47 -0.05 -0.58 0.645
H -0.71635 3.45401 -0.67804 -1.03 0.23 0.40 0.112
H -2.11560 2.40295 -1.26922 0.58 0.36 0.53 0.094
H -2.39772 1.28699 0.85350 0.03 0.15 0.07 0.197
H -2.53615 3.04828 1.15364 0.69 -0.45 0.33 -0.444
H 0.93200 2.98983 0.87240 0.37 0.02 -0.62 0.695
H 0.92533 3.14760 2.67506 -0.64 0.05 -1.18 0.196
H -0.31276 4.09150 1.62444 1.07 -0.86 0.10 0.197
H -0.51649 1.81600 3.92754 0.53 -0.21 0.20 0.293
H -1.97161 1.08862 3.19292 0.48 0.72 0.21 0.332
H -2.58807 3.01143 4.71614 0.72 -0.69 -0.32 0.410
H -3.05934 3.14594 3.11248 -0.32 0.46 -0.39 0.347
H -1.76080 4.10649 3.76492 1.01 1.26 -0.45 0.521
H 1.06780 0.88216 1.67972 0.23 -0.29 -0.08 0.413
H -0.18096 0.54920 0.39715 0.35 -0.22 1.05 0.120
H -0.10207 -0.14414 3.33319 0.57 -0.13 1.92 0.456
H 0.15219 -1.28251 2.06019 0.60 -1.37 -0.12 0.944
H -3.20589 -2.14201 2.06617 0.15 0.17 -0.60 0.236
H -1.67430 -2.88041 2.43101 0.02 1.06 -0.64 0.340
H -1.85974 -2.06584 0.80056 -0.24 -0.02 0.35 0.206
C -0.14927 -7.97652 3.69936 0.12 0.94 0.10 -1.334
C 0.61626 -9.26396 3.54132 -0.39 0.04 0.58 -0.301
N 0.63252 -10.23533 4.70729 0.49 -1.28 -0.76 0.409
C 1.02033 -9.58396 5.98791 -0.66 -0.06 -1.36 -1.219
C -0.75242 -10.90120 4.85138 -0.81 1.34 -0.06 -0.185
C -1.07807 -11.68277 6.08321 0.84 -2.43 -1.23 -1.344
C 1.73190 -11.22785 4.44177 1.23 0.95 -0.93 -0.692
C 1.95826 -11.75171 3.05507 -0.35 -1.21 -1.44 -0.800
O 0.79348 -12.42650 2.59335 0.46 0.04 -0.85 -0.283
C 1.07445 -13.28993 1.45440 -1.92 -0.87 0.22 -0.815
H -1.22335 -8.12343 3.91237 0.49 0.10 -0.41 0.303
H 0.03088 -7.48869 2.71597 -0.66 -0.07 0.58 0.297
H 0.23819 -7.25843 4.44872 0.01 -0.55 -0.29 0.378
H 1.61611 -9.07865 3.16319 0.34 0.00 0.58 0.463
H 0.13797 -9.81287 2.77393 -0.48 -0.72 -0.90 0.334
H 0.27001 -8.83461 6.04108 -0.45 0.81 1.15 0.481
H 1.99221 -9.15564 5.84395 0.44 0.28 0.18 0.407
H 1.00031 -10.33349 6.75094 0.03 -0.06 0.59 0.456
H -1.01877 -11.52910 4.00261 0.72 0.34 -0.34 0.288
H -1.41867 -10.05328 4.88164 -0.24 0.46 -0.45 0.311
H -0.45062 -12.59231 5.99314 -0.30 0.19 0.75 0.375
H -2.10588 -12.07224 5.95608 0.42 0.46 0.21 0.383
H -0.94389 -11.21842 7.02170 -0.01 0.57 0.92 0.367
H 1.66578 -11.98332 5.18399 -0.01 -0.75 0.56 0.490
H 2.64801 -10.63789 4.54297 0.02 -0.17 0.77 0.380
H 2.84395 -12.42672 3.01859 -0.53 0.00 0.77 0.581
H 2.32281 -10.99864 2.32933 -0.66 0.25 0.27 0.346
H 1.65288 -14.12528 1.81690 0.71 -0.14 -0.02 0.374
H 1.55891 -12.77811 0.61092 -0.19 0.01 0.35 0.302
H 0.09899 -13.81601 1.12107 1.38 1.41 0.49 0.240
C 8.77385 9.17816 -0.89726 0.38 -1.07 0.39 -1.111
C 7.25274 9.49819 -0.88621 1.08 -0.51 -0.66 -0.276
N 6.33801 8.26106 -0.95971 1.47 -0.71 1.42 0.018
C 4.93873 8.73399 -1.19178 1.32 0.83 -0.09 -0.947
C 6.79941 7.22557 -1.97392 -0.43 -1.14 -0.47 -0.342
C 6.93506 7.64666 -3.44562 0.97 0.23 1.63 -1.477
C 6.54325 7.60826 0.43865 0.25 -0.84 0.03 -0.455
C 5.88968 6.27224 0.71507 -1.82 -0.86 -1.66 -0.714
O 6.60431 5.17917 0.22977 1.25 -0.48 -0.11 -0.354
C 5.94722 3.92579 0.39514 -0.47 -0.03 0.94 -0.503
H 9.21888 9.05683 -1.90587 -0.58 0.35 0.45 0.310
H 9.08625 8.23813 -0.36604 -0.54 0.90 -0.31 0.281
H 9.31553 9.97165 -0.37867 -0.15 0.09 -0.19 0.377
H 7.11666 10.17265 -1.73899 -0.64 -0.35 0.08 0.382
H 6.91343 9.99936 0.01243 0.24 0.19 0.12 0.511
H 4.23374 7.91503 -1.16209 -0.09 0.00 -0.24 0.317
H 5.11051 9.23594 -2.13854 -1.13 -0.17 -0.44 0.473
H 4.70733 9.54095 -0.48125 0.01 -0.56 0.04 0.361
H 6.07626 6.38383 -1.89205 0.34 0.65 0.00 0.472
H 7.75933 6.78667 -1.63826 -0.55 0.55 0.08 0.383
H 6.07197 8.09756 -3.84124 -1.14 0.80 -0.42 0.386
H 7.07145 6.74949 -4.01335 0.34 -0.56 -0.27 0.426
H 7.80767 8.29722 -3.55273 -0.22 -0.06 -0.30 0.309
H 6.15588 8.29911 1.17933 0.26 0.35 -0.04 0.387
H 7.62017 7.39267 0.54487 -0.48 0.69 0.05 0.205
H 4.95248 6.18632 0.15610 -0.68 0.60 0.18 0.259
H 5.60667 6.09025 1.74267 0.26 0.54 0.66 0.619
H 6.64815 3.15594 0.10666 0.16 -0.06 -0.10 0.250
H 5.03210 3.80837 -0.19236 0.10 0.36 -0.34 0.131
H 5.63282 3.74087 1.45075 0.43 0.28 -0.45 0.313
As -2.33035 6.71394 0.01936 -0.83 -2.12 -0.92 2.195
F -1.71421 8.12456 0.68009 -0.09 1.25 0.43 -0.446
F -1.69338 7.07945 -1.58204 -0.48 0.30 0.37 -0.547
F -2.99208 5.17675 -0.72569 0.79 1.34 0.66 -0.544
F -3.01674 6.13586 1.54431 0.53 0.21 -0.38 -0.487
F -3.87338 7.46169 -0.30969 0.23 0.09 -0.35 -0.530
F -0.79567 6.01183 0.37394 0.06 -1.00 0.15 -0.447
As -5.83207 1.77912 -1.19091 2.85 3.03 -2.13 2.338
F -4.58333 3.08162 -0.87609 -1.34 -1.55 -0.33 -0.890
F -5.89130 1.40474 0.45481 0.14 -0.17 1.27 -0.503
F -6.97542 0.62133 -1.51387 -1.74 -1.99 -0.41 -0.423
F -5.77813 2.18367 -2.92418 0.11 -0.09 1.07 -0.526
F -4.53630 0.62425 -1.46049 -0.22 0.20 0.26 -0.534
F -7.10472 2.97217 -0.99246 0.23 0.12 0.17 -0.510
As 0.93096 -4.39619 -0.85026 -2.02 -2.16 -1.31 2.039
F -0.38517 -3.25081 -1.10926 0.87 -0.20 0.41 -0.461
F 1.73086 -3.83989 -2.31169 -0.14 -0.07 0.21 -0.554
F 2.19241 -5.68951 -0.69977 -0.65 0.71 -0.19 -0.697
F 0.19546 -5.03344 0.58334 -0.05 0.12 -0.45 -0.441
F -0.05182 -5.51276 -1.89351 1.00 0.63 0.84 -0.521
F 1.86116 -3.36089 0.07922 0.73 0.98 0.50 -0.430
P 3.67439 2.69938 -3.38013 0.63 2.55 0.45 1.457
F 4.69552 2.12958 -2.27968 0.52 -0.31 0.12 -0.421
F 2.67678 1.59955 -3.05385 -2.52 -2.65 0.73 -0.514
F 2.98558 3.64192 -2.24041 0.03 0.10 -0.46 -0.237
F 2.68281 3.26751 -4.55458 -0.11 0.30 0.26 -0.428
F 4.71002 3.87171 -3.70387 0.47 0.17 -0.57 -0.471
F 4.30509 1.71790 -4.51852 0.70 -0.21 -0.29 -0.238
P 3.27914 0.74873 4.87493 -0.69 -1.44 -0.46 1.327
F 2.78116 -0.38375 5.93590 -0.26 0.98 0.83 -0.430
F 3.30810 -0.50100 3.83250 -0.24 0.14 -0.64 -0.361
F 1.66224 1.09204 4.54035 0.46 -0.49 -0.23 -0.560
F 3.68377 1.68015 3.61711 0.37 0.38 0.67 -0.340
F 3.22426 1.97317 5.89842 0.39 -0.34 0.03 -0.377
F 4.82093 0.39859 5.30315 -0.29 0.79 -0.39 -0.291
```
Positions in Å, forces in eV/Å.

Computed properties:
HOMO-LUMO gap = 9.5 eV
highest occupied orbital energy = -17.3 eV
energy relative to the best compared isomer or geometry (same formula, charge and spin) = 0.0 kcal per mole
net charge = +6